Record 1
The following is a DFT calculation (ωB97M-V with the def2-TZVPD basis set) of a molecular structure, C36H40As2F4GeN2O8Pd.

Structure (ORCA input):
```
! RIJCOSX wB97M-V def2-TZVPD def2/J DEFGRID3
* xyz 0 1
Pd 0.58 1.46 -0.13
C 1.80 3.71 1.29
N 1.41 3.51 -0.12
C 0.74 4.74 -0.58
C 2.58 3.33 -1.01
C 3.52 2.29 -0.47
N 2.80 1.04 -0.28
C 3.53 0.05 0.28
C 3.07 -1.28 0.18
F 2.00 -1.51 -0.61
C 3.66 -2.36 0.78
F 3.08 -3.57 0.62
C 4.83 -2.26 1.50
C 5.36 -0.99 1.56
F 6.51 -0.79 2.23
C 4.77 0.11 0.98
F 5.43 1.28 1.17
H 2.51 4.54 1.38
H 2.22 2.80 1.71
H 0.90 3.96 1.86
H 1.43 5.58 -0.42
H -0.17 4.93 -0.03
H 0.52 4.66 -1.64
H 3.10 4.29 -1.11
H 2.20 3.04 -1.99
H 3.95 2.69 0.45
H 4.35 2.19 -1.18
H 5.31 -3.10 1.97
Ge -1.53 2.57 0.13
C -3.30 1.95 0.72
C -4.35 1.75 -0.17
C -5.60 1.34 0.28
C -5.81 1.13 1.64
C -4.78 1.35 2.54
C -3.54 1.76 2.08
C -1.87 3.54 -1.56
C -2.84 4.54 -1.61
C -3.04 5.28 -2.76
C -2.28 5.04 -3.89
C -1.31 4.04 -3.86
C -1.11 3.30 -2.70
H -1.37 3.66 1.23
H -4.20 1.91 -1.23
H -6.41 1.19 -0.42
H -6.78 0.81 1.99
H -4.95 1.20 3.60
H -2.74 1.94 2.79
H -3.44 4.75 -0.73
H -3.80 6.06 -2.78
H -2.43 5.62 -4.79
H -0.70 3.84 -4.74
H -0.35 2.53 -2.69
C -1.05 0.00 -4.41
O -0.81 -0.41 -3.05
C -0.45 -1.70 -2.92
O -0.34 -2.44 -3.86
C -0.39 -2.11 -1.49
C -0.33 -3.40 -1.18
As -0.75 -4.20 0.55
C 0.41 -5.76 0.42
C 0.16 -2.90 1.70
C 0.09 -1.59 1.48
As -0.57 -0.70 -0.14
C -2.46 -1.06 0.16
C 0.48 -0.58 2.54
O 1.47 0.09 2.51
O -0.50 -0.48 3.44
C -0.26 0.42 4.53
C 0.70 -3.36 3.02
O 1.27 -2.67 3.82
O 0.47 -4.67 3.21
C 1.00 -5.20 4.44
C -0.18 -4.46 -2.23
O -1.07 -5.19 -2.57
O 1.10 -4.60 -2.57
C 1.39 -5.57 -3.58
H -1.51 0.98 -4.35
H -1.71 -0.72 -4.90
H -0.11 0.04 -4.96
H 1.45 -5.51 0.25
H 0.02 -6.35 -0.41
H 0.31 -6.33 1.34
H -2.57 -2.14 0.19
H -3.05 -0.65 -0.65
H -2.80 -0.63 1.10
H 0.17 -0.14 5.36
H -1.23 0.83 4.82
H 0.42 1.22 4.23
H 0.85 -6.28 4.38
H 0.46 -4.79 5.29
H 2.05 -4.96 4.53
H 1.67 -6.51 -3.11
H 2.23 -5.18 -4.15
H 0.53 -5.73 -4.23
*
```

Summary:
HOMO-LUMO gap, eV: 6.557
Lowest unoccupied orbital energy, eV: -0.16
Relative energy (zero: lowest compared OMol25 entry of this formula, charge and spin), eV: 0.000
Total energy, Ha: -9182.9843

Electronic structure analysis, Mulliken charges in units of e: 0.461 -0.975 0.454 -1.625 -0.942 -1.124 -0.162 -0.115 -0.059 -0.095 0.229 -0.243 -0.843 0.195 -0.350 0.748 -0.376 0.341 0.176 0.326 0.485 0.444 0.446 0.376 0.167 0.535 0.598 0.502 1.332 0.001 -0.238 -0.621 -0.511 -0.565 -0.253 0.107 -0.461 -0.657 -0.596 -0.809 -0.831 -0.391 0.429 0.394 0.382 0.407 0.256 0.428 0.408 0.389 0.447 0.882 -0.874 -0.253 -0.024 -0.624 -0.513 1.265 -0.189 -1.108 0.913 -0.282 2.141 -1.137 -0.466 -0.480 -0.268 -0.888 0.590 -0.580 -0.260 -0.809 -0.419 -0.582 -0.108 -0.892 0.214 0.392 0.333 0.277 0.481 0.405 0.727 0.408 0.330 0.313 0.265 0.366 0.245 0.289 0.361 0.309 0.266 0.358

Record 2
The following is a DFT calculation (ωB97M-V with the def2-TZVPD basis set) of 4 unconnected molecules or ions with the total composition C36H40BN4O15.

Structure (ORCA input):
```
! RIJCOSX wB97M-V def2-TZVPD def2/J DEFGRID3
* xyz 1 1
C -0.73 3.54 -0.03
C -0.14 3.78 -1.05
C 0.33 3.94 -2.46
C 1.44 2.92 -2.87
C 1.66 1.82 -1.83
N 2.38 0.63 -2.35
C 2.82 -0.28 -1.43
N 2.92 -0.08 -0.15
C 3.39 -1.12 0.79
C 2.50 -2.37 0.84
C 3.22 -3.50 1.64
C 2.31 -4.75 1.73
O 1.81 -5.15 0.47
C 0.45 -4.81 0.29
N 3.09 -1.47 -2.11
B 4.53 -1.92 -2.22
O 4.82 -3.19 -1.76
O 5.54 -1.16 -2.76
C 2.62 -1.32 -3.51
C 1.68 -0.06 -3.42
C 0.27 -0.61 -3.14
C 0.00 -1.59 -2.13
C -1.35 -1.98 -2.07
C -2.36 -1.45 -2.89
N -2.10 -0.54 -3.83
C -0.82 -0.19 -3.92
H -1.36 3.34 0.83
H -0.51 3.93 -3.16
H 0.75 4.95 -2.54
H 2.38 3.47 -2.98
H 1.20 2.55 -3.88
H 0.71 1.44 -1.41
H 2.23 2.27 -1.00
H 2.67 0.82 0.22
H 3.46 -0.66 1.78
H 4.40 -1.44 0.51
H 2.30 -2.79 -0.14
H 1.56 -2.17 1.39
H 3.58 -3.16 2.61
H 4.10 -3.78 1.03
H 2.86 -5.55 2.24
H 1.47 -4.51 2.41
H 0.17 -4.82 -0.77
H 0.21 -3.80 0.67
H -0.19 -5.50 0.87
H 4.01 -3.59 -1.44
H 5.91 -1.65 -3.51
H 3.39 -1.01 -4.24
H 2.17 -2.23 -3.93
H 1.58 0.45 -4.38
H 0.76 -1.99 -1.47
H -1.63 -2.74 -1.34
H -3.38 -1.81 -2.78
H -0.59 0.54 -4.71
C -4.23 1.88 5.25
C -3.80 2.78 4.37
C -2.77 2.44 3.34
O -2.42 3.30 2.54
C -2.23 1.10 3.33
C -2.65 0.18 4.21
C -3.70 0.52 5.23
O -4.07 -0.35 6.00
O -2.17 -1.06 4.23
O -4.26 4.04 4.35
H -4.97 2.11 6.00
H -1.47 0.87 2.59
H -2.63 -1.53 4.97
H -3.79 4.49 3.63
C -2.34 8.26 -5.25
C -2.24 6.95 -4.99
C -1.07 6.15 -5.45
O -1.02 4.96 -5.16
C -0.03 6.82 -6.23
C -0.13 8.12 -6.49
C -1.29 8.94 -6.01
O -1.32 10.12 -6.27
O 0.79 8.77 -7.20
O -3.18 6.29 -4.30
H -3.18 8.85 -4.92
H 0.80 6.22 -6.57
H 0.49 9.70 -7.25
H -2.87 5.37 -4.25
C -2.75 -4.73 7.07
C -2.61 -6.04 7.28
C -1.48 -6.82 6.68
O -1.39 -8.00 6.91
C -0.53 -6.10 5.82
C -0.68 -4.79 5.61
C -1.80 -4.01 6.24
O -1.86 -2.82 6.02
O 0.16 -4.09 4.84
O -3.47 -6.73 8.03
H -3.57 -4.15 7.49
H 0.27 -6.67 5.38
H -0.17 -3.17 4.86
H -3.14 -7.65 8.02
*
```

Summary:
HOMO-LUMO gap, eV: 7.908
Lowest unoccupied orbital energy, eV: -3.39
Total energy, Ha: -2768.0806

Electronic structure analysis, Mulliken charges in units of e: -0.437 -0.188 -0.243 -0.805 -1.226 0.094 0.269 0.010 -1.402 0.373 -0.920 -0.571 -0.452 -0.656 0.392 0.629 -0.615 -0.528 -1.422 -0.461 0.357 0.150 -0.454 -0.480 -0.597 -0.453 0.553 0.028 0.334 0.327 0.310 0.553 0.720 0.249 0.495 0.334 -0.014 0.441 0.527 0.283 0.441 0.248 0.298 0.207 0.401 0.333 0.329 0.394 0.377 0.919 0.513 0.352 0.369 0.332 -0.932 0.148 1.110 -0.635 -0.861 0.277 0.889 -0.565 -0.515 -0.574 0.447 0.613 0.342 0.342 -0.886 0.327 1.021 -0.607 -1.035 0.420 0.920 -0.594 -0.564 -0.573 0.431 0.433 0.358 0.329 -1.041 0.362 0.912 -0.585 -0.916 0.251 1.052 -0.693 -0.500 -0.548 0.487 0.453 0.322 0.358

Record 3
The following is a DFT calculation (ωB97M-V with the def2-TZVPD basis set) of a molecular structure, C36H40N4O4Sn.

Structure (ORCA input):
```
! RIJCOSX wB97M-V def2-TZVPD def2/J DEFGRID3
* xyz 0 1
Sn 0.04 0.60 -0.48
C -2.85 -2.50 -0.46
C -1.68 -2.70 -1.40
O -0.58 -3.24 -0.68
C 0.70 -3.02 -1.25
C 1.70 -2.96 -0.12
O 1.39 -1.84 0.70
C 1.35 -2.11 2.09
C 0.84 -0.89 2.83
O -0.42 -0.40 2.39
C -1.57 -1.15 2.75
C -2.03 -2.18 1.75
O -2.58 -1.56 0.58
H -3.16 -3.46 -0.03
H -3.68 -2.11 -1.04
H -1.41 -1.76 -1.88
H -2.00 -3.40 -2.19
H 0.71 -2.08 -1.82
H 0.96 -3.84 -1.93
H 2.71 -2.87 -0.51
H 1.63 -3.88 0.47
H 2.34 -2.36 2.47
H 0.70 -2.97 2.28
H 1.54 -0.06 2.68
H 0.81 -1.13 3.90
H -2.37 -0.42 2.89
H -1.41 -1.66 3.70
H -2.81 -2.78 2.23
H -1.21 -2.84 1.46
C 2.02 3.53 3.78
C 3.19 3.21 3.09
C 3.15 2.65 1.83
C 1.92 2.40 1.18
C 0.75 2.73 1.89
C 0.80 3.27 3.17
N 1.82 1.76 -0.05
C 2.88 1.83 -0.98
C 3.50 3.05 -1.31
C 4.50 3.10 -2.27
C 4.91 1.95 -2.94
C 4.30 0.74 -2.63
C 3.31 0.68 -1.65
H 2.06 3.97 4.77
H 4.15 3.39 3.55
H 4.07 2.39 1.32
H -0.22 2.55 1.43
H -0.12 3.51 3.68
H 3.16 3.96 -0.82
H 4.96 4.05 -2.50
H 5.69 2.00 -3.68
H 4.61 -0.16 -3.14
H 2.85 -0.27 -1.39
N -3.31 1.42 0.10
C -4.45 2.13 0.12
C -4.09 3.46 0.02
C -2.68 3.44 -0.04
N -2.22 2.20 0.00
H -3.16 0.41 0.20
H -5.41 1.66 0.20
H -4.74 4.31 0.01
H -1.99 4.27 -0.11
N 0.32 0.54 -2.57
C 0.66 1.21 -3.58
C 1.00 0.50 -4.87
C 1.63 -0.74 -4.81
C 1.90 -1.44 -5.98
C 1.53 -0.92 -7.21
C 0.89 0.31 -7.27
C 0.63 1.02 -6.11
C 0.82 2.72 -3.57
C -0.07 3.51 -2.85
C 0.09 4.88 -2.78
C 1.17 5.48 -3.43
C 2.06 4.70 -4.15
C 1.88 3.33 -4.23
H 1.90 -1.13 -3.84
H 2.41 -2.40 -5.92
H 1.74 -1.48 -8.12
H 0.59 0.72 -8.23
H 0.15 1.99 -6.16
H -0.91 3.03 -2.35
H -0.62 5.49 -2.23
H 1.31 6.56 -3.38
H 2.91 5.16 -4.65
H 2.59 2.72 -4.78
*
```

Summary:
HOMO-LUMO gap, eV: 7.417
Lowest unoccupied orbital energy, eV: 0.61
Relative energy (zero: lowest compared OMol25 entry of this formula, charge and spin), eV: 0.000
Total energy, Ha: -2130.0293

Electronic structure analysis, Mulliken charges in units of e: 0.744 -0.927 0.219 -0.349 0.556 -1.210 0.210 -0.706 -0.724 0.054 -0.882 -0.264 -0.360 0.389 0.412 -0.091 0.353 -0.488 0.403 0.361 0.580 0.413 0.466 0.009 0.427 0.314 0.460 0.427 0.166 -0.629 -0.574 -0.191 0.153 -0.374 -0.905 0.396 -0.769 0.537 -0.734 -0.836 -0.497 -0.011 0.387 0.367 0.429 0.393 0.424 0.594 0.375 0.372 0.422 0.385 0.062 -0.253 -1.100 -0.512 0.080 0.205 0.435 0.405 0.546 -0.537 0.069 0.133 -0.053 -0.954 -0.420 -0.846 -0.127 0.453 -0.202 -0.650 -0.569 -0.889 -0.216 0.333 0.398 0.387 0.401 0.468 0.531 0.397 0.399 0.435 0.511

Record 4
The following is a DFT calculation (ωB97M-V with the def2-TZVPD basis set) of a molecular structure, C36H40NO3P2PbS.

Structure (ORCA input):
```
! RIJCOSX wB97M-V def2-TZVPD def2/J DEFGRID3
* xyz 3 1
Pb -0.76 0.66 -0.31
C 0.57 -4.86 -0.53
C 1.49 -3.84 -0.81
C 1.05 -2.65 -1.37
C -0.30 -2.49 -1.67
C -1.22 -3.50 -1.39
C -0.78 -4.69 -0.82
P -0.83 -0.95 -2.40
C -0.44 -0.86 -4.12
C -0.82 0.28 -4.85
C -0.56 0.33 -6.20
C 0.08 -0.74 -6.82
C 0.47 -1.86 -6.10
C 0.22 -1.93 -4.74
C -2.57 -0.64 -2.07
C -3.64 -1.11 -2.82
C -4.93 -0.82 -2.40
C -5.15 -0.08 -1.24
C -4.09 0.41 -0.48
C -2.81 0.13 -0.93
H 0.92 -5.79 -0.10
H 2.54 -3.98 -0.58
H 1.77 -1.87 -1.59
H -2.27 -3.38 -1.62
H -1.48 -5.49 -0.62
H -1.33 1.10 -4.36
H -0.85 1.20 -6.78
H 0.29 -0.69 -7.88
H 0.96 -2.69 -6.60
H 0.51 -2.80 -4.17
H -3.47 -1.70 -3.72
H -5.77 -1.18 -2.98
H -6.16 0.14 -0.94
H -4.28 1.01 0.40
C -1.21 4.78 -1.72
C -1.68 4.48 -0.32
O -0.57 4.05 0.57
P 0.41 2.87 0.40
O 1.39 2.98 -0.78
C 2.47 4.03 -0.89
C 2.73 4.27 -2.34
O 1.22 2.79 1.71
C 0.76 3.22 3.07
C 1.21 4.63 3.33
H -2.07 5.12 -2.30
H -0.79 3.91 -2.22
H -0.46 5.58 -1.72
H -2.43 3.69 -0.28
H -2.07 5.36 0.18
H 3.32 3.62 -0.36
H 2.10 4.91 -0.37
H 2.92 3.33 -2.86
H 3.62 4.89 -2.43
H 1.91 4.79 -2.83
H 1.24 2.50 3.73
H -0.32 3.09 3.12
H 2.29 4.71 3.26
H 0.92 4.89 4.35
H 0.74 5.34 2.65
N -0.19 -0.72 1.25
S 0.73 -0.48 2.57
C 2.09 -1.59 2.48
C 1.92 -2.96 2.71
C 3.03 -3.78 2.62
C 4.27 -3.24 2.30
C 4.43 -1.88 2.08
C 3.33 -1.04 2.17
C -0.21 -1.11 3.95
C -1.54 -1.45 3.80
C -2.24 -1.89 4.93
C -1.60 -1.96 6.16
C -0.26 -1.60 6.28
C 0.45 -1.16 5.18
H -0.34 -1.70 1.03
H 0.96 -3.36 2.99
H 2.93 -4.84 2.81
H 5.14 -3.89 2.25
H 5.40 -1.47 1.85
H 3.43 0.03 2.02
H -2.04 -1.39 2.84
H -3.28 -2.18 4.84
H -2.15 -2.30 7.03
H 0.23 -1.65 7.24
H 1.49 -0.89 5.27
*
```

Summary:
HOMO-LUMO gap, eV: 7.078
Lowest unoccupied orbital energy, eV: -9.37
Relative energy (zero: lowest compared OMol25 entry of this formula, charge and spin), eV: 0.000
Total energy, Ha: -2949.1056

Electronic structure analysis, Mulliken charges in units of e: 1.433 -0.577 -0.832 0.109 0.223 -0.205 -0.885 0.410 0.826 -0.687 -0.706 -0.515 -0.748 -0.358 0.112 -0.293 -0.821 -0.623 -0.689 -0.059 0.463 0.518 0.473 0.466 0.479 0.375 0.443 0.427 0.447 0.390 0.554 0.474 0.474 0.576 -0.980 -0.150 -0.269 0.152 -0.187 -0.155 -1.244 -0.092 -0.168 -1.326 0.480 0.185 0.315 0.172 0.365 0.331 0.374 0.321 0.404 0.291 0.328 0.402 0.336 0.425 0.314 0.048 0.486 0.271 -0.251 -0.847 -0.540 -0.599 -0.462 0.351 -0.260 -0.690 -0.549 -0.704 -0.458 0.128 0.551 0.475 0.451 0.477 0.538 0.510 0.448 0.431 0.438 0.461

Record 5
The following is a DFT calculation (ωB97M-V with the def2-TZVPD basis set) of a molecular structure, C36H41BaBrClN5O5S4.

Structure (ORCA input):
```
! RIJCOSX wB97M-V def2-TZVPD def2/J DEFGRID3
* xyz -2 1
Ba 13.83 10.93 11.28
N 14.87 8.20 11.43
C 14.13 7.35 10.46
C 14.37 7.89 9.05
N 14.81 9.31 9.00
C 14.89 9.74 7.62
C 13.63 10.49 7.20
N 13.52 11.68 8.08
H 14.72 7.79 12.34
H 15.88 8.18 11.17
H 14.49 6.34 10.47
H 13.02 7.30 10.68
H 15.07 7.27 8.48
H 13.48 7.76 8.44
H 15.81 9.33 9.33
H 15.80 10.33 7.52
H 15.02 8.89 6.89
H 13.78 10.69 6.12
H 12.73 9.84 7.19
H 14.35 12.22 7.97
H 12.78 12.31 7.76
Cl 8.54 5.57 14.29
C 9.65 6.85 13.90
C 10.24 7.51 14.94
C 11.26 8.46 14.77
C 11.59 8.90 13.48
O 12.53 9.72 13.26
C 10.80 8.28 12.33
C 10.90 8.74 10.97
O 11.65 9.48 10.35
C 9.90 7.21 12.59
H 9.90 7.27 15.95
H 11.71 8.85 15.65
H 10.03 8.32 10.40
H 9.35 6.71 11.78
C 17.92 13.09 7.83
C 18.09 13.10 9.33
S 16.47 13.48 10.07
C 17.07 14.42 11.44
C 16.32 15.72 11.43
S 15.33 15.83 9.88
C 16.56 16.39 8.71
C 16.49 15.72 7.32
S 16.32 13.86 7.32
H 17.83 12.02 7.49
H 18.79 13.51 7.26
H 18.79 13.84 9.74
H 18.32 12.07 9.71
H 18.12 14.63 11.31
H 16.87 13.87 12.37
H 17.03 16.57 11.58
H 15.49 15.64 12.24
H 17.59 16.39 9.02
H 16.35 17.48 8.57
H 17.27 15.99 6.60
H 15.59 16.08 6.78
O 14.39 12.71 13.05
N 15.13 12.82 14.16
C 14.75 13.70 15.11
C 15.23 13.62 16.39
C 16.35 12.76 16.59
C 16.85 12.06 15.53
C 16.18 11.94 14.28
S 16.63 10.71 13.25
H 13.85 14.29 14.83
H 14.80 14.22 17.17
H 16.84 12.50 17.52
H 17.70 11.42 15.78
Br 22.07 5.52 11.17
C 21.31 6.75 9.92
C 22.09 7.41 8.99
C 21.58 8.38 8.16
C 20.34 8.88 8.40
C 19.48 8.22 9.31
C 20.00 7.15 10.05
C 18.00 8.58 9.47
O 17.67 9.73 9.13
O 17.27 7.65 9.96
H 23.11 7.10 8.82
H 22.23 8.76 7.41
H 19.92 9.75 7.84
H 19.37 6.64 10.82
N 6.99 15.27 11.28
C 8.06 14.82 11.35
C 9.27 14.15 11.39
C 10.32 14.67 10.61
C 11.50 13.92 10.52
C 11.70 12.83 11.41
C 10.63 12.39 12.13
C 9.40 13.05 12.17
H 10.18 15.62 10.07
H 12.21 14.11 9.75
H 10.86 11.62 12.84
H 8.57 12.66 12.76
*
```

Summary:
HOMO-LUMO gap, eV: 5.103
Lowest unoccupied orbital energy, eV: 3.47
Relative energy (zero: lowest compared OMol25 entry of this formula, charge and spin), eV: 0.000
Total energy, Ha: -6698.8561

Electronic structure analysis, Mulliken charges in units of e: 0.829 -0.078 -0.449 -1.160 1.177 -0.522 -0.779 0.013 0.193 0.005 0.401 0.059 0.439 0.564 0.082 -0.093 0.299 0.426 0.321 -0.221 0.213 -0.293 0.171 -0.410 -0.867 -0.232 -0.016 1.236 -0.642 -0.325 -0.798 0.340 0.473 0.082 0.329 -0.431 -0.670 0.197 -0.240 -0.406 -0.115 -0.738 -0.785 -0.128 -0.076 0.526 0.516 0.272 0.472 -0.438 0.332 0.225 0.299 0.445 0.422 0.361 -0.381 0.297 -0.312 -0.815 -0.143 -0.853 0.296 -0.320 0.395 0.399 0.308 0.352 -0.232 -0.157 -0.125 -0.728 -0.120 0.100 -0.087 0.338 -0.717 -0.893 0.356 0.400 0.272 0.356 -0.670 0.131 0.897 -0.855 -1.238 0.513 -0.439 -0.795 0.330 0.464 0.489 0.380

The maximum force results, record by record, are as follows: 0.5, 3.5, 0.4, 0.5, 3.0 eV Å⁻¹.
The HOMO results, record by record, are as follows: -6.7, -11.3, -6.8, -16.4, -1.6 eV.
The molecular weight results, record by record, are as follows: 1033.59, 779.54, 711.45, 835.94, 1004.71 g/mol.